Entry 1:
DFT (ωB97M-V/def2-TZVPD) results for C24H28FN4O7STi as an isolated structure.

Output
energy above the lowest of the compared OMol25 structures with the same formula, charge and spin: 0.0 kcal per mole
frontier orbital gap: 7.46 eV
E_HOMO: -16.3390 eV
charge: +3
total energy: -82283.35676 eV

Element x y z (Å)
C  5.2996  5.2465  0.3834
H  6.3121  3.8524  1.7577
O  -0.8989  -0.7862  2.5565
O  0.6635  0.8962  2.5669
N  10.6888  -1.4299  0.8298
O  -1.9364  -0.0675  0.0537
N  8.2001  -0.3551  -0.0165
H  -3.3077  -1.4492  0.7752
C  2.6900  0.8062  0.2555
O  1.8299  -0.1824  0.3847
C  8.7281  -1.5541  -0.6435
H  10.9893  0.4480  1.7395
C  6.3917  1.2517  -0.0560
H  8.8071  1.4114  0.9380
H  9.8373  0.9134  -0.3988
C  -1.9259  -3.6814  -0.4743
C  5.5135  3.9354  -0.3048
H  7.0837  2.0537  -0.2575
C  -0.5936  0.4849  4.8796
H  10.0795  -3.1920  -0.1550
H  -0.9663  -0.3415  5.4841
H  11.3165  -1.1897  0.0572
Ti  -0.0016  0.0077  0.8651
S  0.1644  -0.2285  3.4771
C  9.5954  -2.3419  0.3221
N  4.5659  2.8444  -0.0658
H  5.5182  6.1345  -0.1907
H  9.0394  -2.6733  1.1976
H  3.8802  -1.6323  0.5876
O  -0.0280  1.6048  0.0152
O  1.1719  -1.1511  3.8600
H  9.3321  -1.2569  -1.5115
C  9.2383  0.5438  0.4437
N  -0.3399  -1.9878  0.0770
H  7.4393  4.6338  0.5425
C  10.1401  -0.1665  1.4453
H  5.8728  3.9305  -1.3259
H  4.4739  5.3429  1.0746
C  0.3928  -4.2301  -0.2698
H  -2.9551  -3.9485  -0.6714
H  -1.1437  -5.6552  -0.7608
H  11.2627  -1.9245  1.5163
H  7.9353  -2.1892  -1.0230
C  -0.9146  -4.6250  -0.5237
C  4.0834  0.4986  0.2214
C  -2.6555  -1.3048  -0.0876
H  2.9864  4.1519  -0.1167
H  -1.3972  1.1509  4.5768
C  5.0223  1.5336  0.0417
O  0.5495  3.7478  0.3526
C  2.2942  2.1388  0.1473
H  1.2106  -4.9348  -0.2990
C  -1.6027  -2.3708  -0.1673
F  6.3362  -2.3024  0.5660
H  1.6353  -2.5448  0.2336
C  5.8902  -1.0630  0.3122
C  6.8564  -0.0488  0.0627
C  3.2714  3.1132  -0.0174
H  9.5899  -0.4782  2.3320
C  0.6403  -2.9087  0.0265
C  0.8903  2.6247  0.2016
H  0.1838  1.0218  5.4214
H  -3.2487  -1.2732  -1.0013
C  4.5576  -0.8199  0.3707
H  -2.4503  0.7355  -0.1177
C  6.4292  4.3555  0.8071

=====

Entry 2:
DFT (ωB97M-V/def2-TZVPD) results for C24H28N10O5V as an isolated structure in a non-equilibrium geometry.

Output
frontier orbital gap (alpha / beta): 8.03 / 7.89 eV
E_HOMO (alpha / beta): -11.6796 / -11.7688 eV
charge: +1
total energy: -76160.89554 eV
multiplicity: 3

Element x y z (Å)
C  0.9378  -2.6973  1.1521
H  -2.2155  -5.4292  3.9784
O  0.7968  -6.2285  3.3441
O  0.8183  3.2072  5.2968
N  -0.7887  -1.1186  -1.6394
H  -1.4357  2.3997  -0.3502
H  3.0854  -0.1878  0.5391
N  1.8952  1.7021  3.2014
N  0.9116  0.7232  1.5112
C  1.9019  3.3007  -2.5922
C  0.8348  1.1849  -2.4769
C  -1.0489  -0.4419  -2.7782
H  -0.2164  3.9331  -4.0566
H  -1.9721  -4.1411  -2.5792
H  -1.2845  -6.8015  4.4642
H  -1.7119  1.4858  -1.8016
H  1.6551  -0.7422  -0.5880
C  -0.2115  -5.5331  3.2972
H  -0.9978  2.3838  -3.9722
O  -2.4999  1.6676  2.2941
H  -0.3314  4.5891  -0.4696
C  -1.6369  -1.0148  -3.8912
N  0.2984  1.5176  -1.1644
C  0.0738  4.2853  -1.4445
H  1.7947  0.6598  -2.3784
H  -2.2936  -3.6578  2.9341
C  -1.7206  -3.0888  -2.6644
N  -0.8476  3.3830  -2.1209
H  2.8990  2.8493  -2.4977
C  -0.9933  2.1695  -1.3291
C  -0.2338  -4.2561  2.5317
C  -1.2525  -2.2664  1.7043
H  3.7717  -0.2704  2.2105
H  2.1850  1.9512  -0.3272
N  -3.0842  -3.5254  -5.8647
C  -1.5118  1.1954  1.7632
C  -2.5888  -3.0060  -4.9530
N  -1.3414  -5.9277  3.9559
H  -0.9051  -2.9375  -0.6739
H  3.9630  1.2366  1.2263
H  0.8464  2.6723  0.5133
C  -1.1289  -2.4246  -1.6055
O  -1.2963  3.0922  4.7090
H  -1.8220  -0.4203  -4.7801
C  -1.3554  -3.4308  2.4481
C  -1.9775  -2.3650  -3.8277
H  1.8251  -2.3644  0.6209
H  0.1800  0.4670  -2.9893
N  -0.1333  -1.8827  1.0563
C  0.9373  -3.8795  1.8686
H  2.0656  4.2057  -3.1932
C  -0.0004  2.7876  4.4949
C  2.0130  0.9235  2.0322
N  0.9933  2.3916  -3.2767
N  1.3730  3.6483  -1.2806
H  -0.7621  0.6063  -2.7701
H  2.6636  2.0068  3.8174
C  3.2845  0.3921  1.4657
C  0.5018  1.9737  3.3463
H  0.1738  5.2246  -2.0054
H  1.8316  -4.4937  1.9086
V  0.0815  -0.1904  -0.0490
C  -0.1172  1.3682  2.2989
H  -2.0237  2.8206  4.1513
H  -2.0959  -1.5879  1.6064
O  -1.6648  0.4355  0.5698
C  -0.3033  3.0374  -3.4266
C  1.2119  2.4330  -0.4947

=====

Entry 3:
DFT (ωB97M-V/def2-TZVPD) results for C24H28N10O8PdS as an isolated structure in a non-equilibrium geometry.

Output
frontier orbital gap (alpha / beta): 5.58 / 3.70 eV
E_HOMO (alpha / beta): -7.1223 / -7.1223 eV
total energy: -70934.05230 eV
multiplicity: 3

Element x y z (Å)
O  2.7717  -7.3837  3.4790
C  0.9527  -6.0864  0.7364
H  -2.2883  3.4349  4.1361
Pd  0.3668  -0.2572  -0.9564
H  -4.9883  -4.0386  -0.0964
C  0.9860  -2.4089  -0.0429
N  0.3016  0.0524  -5.2272
N  0.1055  1.5096  -0.0146
N  2.0232  -7.3853  2.5235
S  2.5237  5.9751  5.3930
O  1.4502  -8.3688  2.0973
C  -0.2078  3.7268  3.6061
C  0.3467  -0.4787  -3.8776
C  2.1626  -3.7656  1.6783
H  2.6212  -2.8534  2.0341
N  -0.1500  5.4251  5.7901
H  1.2882  -1.0112  -3.7318
H  -2.2170  2.3997  2.2368
H  0.0831  -4.8341  -0.7754
H  2.1251  1.9464  0.0632
H  -0.0282  3.6084  -3.9170
H  1.2872  2.3825  -2.3863
H  -1.2303  -1.2766  1.2705
H  -1.1019  2.1602  -2.3861
C  1.1061  2.7718  1.7529
N  1.3276  2.0977  -4.4408
N  -2.1048  -1.7447  1.0891
C  1.3664  1.5568  -3.0956
O  0.8293  -1.4015  0.7192
C  -1.3576  3.9343  4.3746
H  0.0159  3.1984  -5.6422
H  1.9819  3.2364  2.1876
O  0.8288  -2.2948  -1.2892
O  3.0293  5.0189  6.3615
H  -3.4049  -4.4371  0.5797
N  -1.0839  1.8778  -4.4471
C  -1.2810  4.7883  5.4561
C  0.7274  -4.8853  0.0922
C  -0.1280  2.9238  2.4010
O  -2.0303  -1.0487  -1.0831
C  1.7914  -6.1166  1.8414
H  -2.1372  4.9983  6.0860
H  -3.7711  -2.6561  -1.4804
N  0.9302  4.3428  3.9650
H  -1.7908  0.0835  -5.2647
H  -1.9258  1.1861  0.1030
C  -4.1044  -3.6212  0.3766
C  1.4095  0.9939  -5.4006
H  -2.3689  -2.4631  1.7404
C  -1.0324  1.3387  -3.1010
C  -1.2353  2.3161  1.7941
H  -0.9984  1.1798  -6.4171
H  -4.4112  -3.1717  1.3219
O  3.2172  5.9925  4.1249
C  -1.0809  1.6379  0.6105
H  0.4895  -7.0036  0.4045
N  -3.5278  -2.6259  -0.5059
H  -0.4840  -1.1706  -3.7275
C  0.8789  5.1515  4.9997
C  2.4115  -4.9675  2.3115
H  2.3558  0.4668  -5.2634
H  2.3130  1.0289  -2.9473
C  1.3166  -3.7198  0.5734
C  1.1797  2.0635  0.5827
H  3.0655  -5.0300  3.1684
N  0.2426  0.6080  -2.8598
C  -2.5119  -1.7898  -0.2054
C  0.0489  2.7876  -4.6327
O  2.1660  7.2721  5.9123
H  -1.8608  0.6463  -2.9429
C  -0.9592  0.7767  -5.4046
H  1.3778  1.4002  -6.4119